{
  "formula": "C7H28FN14O7",
  "method": "wB97M-V/def2-TZVPD",
  "elements": ["F", "C", "O", "N", "N", "H", "H", "H", "H", "C", "O", "N", "N", "H", "H", "H", "H", "C", "O", "N", "N", "H", "H", "H", "H", "C", "O", "N", "N", "H", "H", "H", "H", "C", "O", "N", "N", "H", "H", "H", "H", "C", "O", "N", "N", "H", "H", "H", "H", "C", "O", "N", "N", "H", "H", "H", "H"],
  "coordinates": [[17.81244, -19.56541, -11.67857], [16.87609, -22.23151, -11.52033], [16.73217, -23.44343, -11.16289], [15.98459, -21.54221, -12.08676], [18.02638, -21.67603, -11.27714], [16.14433, -20.59413, -12.39616], [15.15175, -21.98825, -12.44389], [18.78090, -22.02142, -10.70138], [18.02118, -20.69419, -11.51391], [17.44470, -16.18595, -10.57628], [18.16333, -15.30391, -10.43778], [16.32135, -15.99869, -11.15998], [17.73223, -17.46154, -10.29033], [15.66210, -16.75678, -11.26395], [16.37677, -15.08163, -11.57951], [17.04255, -18.19938, -10.28727], [18.68050, -17.79472, -10.38975], [19.34102, -19.60947, -14.38548], [19.80639, -19.30881, -15.46252], [20.08137, -20.27188, -13.53426], [18.11353, -19.55761, -14.08758], [19.55026, -20.86941, -12.91702], [21.08424, -20.33152, -13.63807], [17.40024, -19.26364, -14.73942], [17.98900, -19.82344, -13.12118], [18.42003, -17.17829, -13.54174], [18.94491, -16.65344, -14.51729], [17.18862, -17.51406, -13.58653], [18.91479, -17.59184, -12.44275], [16.70427, -17.49801, -14.47267], [16.82626, -17.88626, -12.72036], [19.92203, -17.60670, -12.36959], [18.27513, -18.29706, -12.10573], [20.09372, -19.40301, -9.99426], [21.05899, -18.98804, -9.34747], [19.05221, -20.02919, -9.62054], [19.90347, -19.10676, -11.22507], [18.20030, -20.04542, -10.16283], [19.22103, -20.15251, -8.63241], [20.71619, -18.98782, -11.81281], [18.93422, -19.31258, -11.42073], [15.05658, -18.21736, -12.68202], [15.41193, -17.29833, -12.03488], [14.09627, -18.32064, -13.57553], [15.74953, -19.32803, -12.81189], [13.48511, -17.54029, -13.76954], [13.89107, -19.24888, -13.91662], [15.32257, -20.10110, -13.30196], [16.58412, -19.43653, -12.25351], [16.17694, -19.33164, -9.38728], [17.17574, -19.56611, -8.70800], [16.14439, -19.24306, -10.64865], [15.03801, -18.93090, -8.93571], [16.97434, -19.44652, -11.18708], [15.30773, -18.86170, -11.06659], [14.24559, -18.80533, -9.54922], [14.81622, -19.28714, -8.01700]],
  "total_charge": -1,
  "lumo_ev": 1.4,
  "mol_weight_g_mol": 439.39,
  "spin_multiplicity": 1,
  "gap_ev": 6.2,
  "total_energy_ev": -45603.8414,
  "relative_energy_kcal_mol": 739.0,
  "homo_ev": -4.82
}


{
  "formula": "C4H8S",
  "method": "wB97M-V/def2-TZVPD",
  "elements": ["C", "C", "C", "C", "H", "H", "H", "H", "H", "H", "H", "H", "S"],
  "coordinates": [[0.06736, 0.33913, 1.45911], [0.32140, 0.77405, 0.06452], [0.62442, -0.37073, -0.57263], [-0.83647, -0.43675, -1.38473], [-0.51646, -0.89376, 1.40080], [1.00125, 0.26883, 2.38813], [-1.20319, 0.88382, 2.02422], [1.23045, 1.40087, 0.28940], [1.43559, -0.47902, -1.30580], [0.97326, -1.07390, 0.24294], [-1.74869, -1.15604, -1.06379], [-0.54305, -0.69590, -2.36433], [-0.80586, 1.43940, -1.17783]],
  "lumo_ev": 0.8,
  "mol_weight_g_mol": 88.18,
  "spin_multiplicity": 1,
  "gap_ev": 9.7,
  "total_energy_ev": -15107.0137,
  "relative_energy_kcal_mol": 123.9,
  "homo_ev": -8.87
}


{
  "formula": "C5H6OS",
  "method": "wB97M-V/def2-TZVPD",
  "elements": ["C", "C", "C", "C", "C", "H", "H", "H", "H", "H", "H", "O", "S"],
  "coordinates": [[0.33779, 0.99481, 0.58570], [0.46625, 0.64640, -0.83170], [0.48908, -0.46785, 0.94186], [-0.72523, -1.04908, 0.22251], [-0.69244, -0.25368, -1.01403], [1.22639, 1.58457, 0.85529], [-0.57662, 1.44230, 0.98099], [0.68554, 1.36422, -1.59596], [0.70932, -0.69823, 1.96971], [-0.98272, -2.10810, 0.34023], [-0.84905, -0.68864, -1.99901], [-1.85953, -0.16466, -0.10406], [1.77123, -0.60205, -0.35154]],
  "lumo_ev": 0.7,
  "mol_weight_g_mol": 114.17,
  "spin_multiplicity": 1,
  "gap_ev": 9.6,
  "total_energy_ev": -18162.1813,
  "relative_energy_kcal_mol": 56.6,
  "homo_ev": -8.91
}


{
  "formula": "C41H90F3N6O6S",
  "method": "wB97M-V/def2-TZVPD",
  "elements": ["C", "C", "C", "N", "C", "C", "C", "C", "C", "H", "H", "H", "H", "H", "H", "H", "H", "H", "H", "H", "H", "H", "H", "H", "H", "H", "H", "C", "C", "C", "N", "C", "C", "C", "C", "C", "H", "H", "H", "H", "H", "H", "H", "H", "H", "H", "H", "H", "H", "H", "H", "H", "H", "H", "C", "C", "C", "N", "C", "C", "C", "C", "C", "H", "H", "H", "H", "H", "H", "H", "H", "H", "H", "H", "H", "H", "H", "H", "H", "H", "H", "C", "C", "C", "N", "C", "C", "C", "C", "C", "H", "H", "H", "H", "H", "H", "H", "H", "H", "H", "H", "H", "H", "H", "H", "H", "H", "H", "C", "C", "C", "N", "C", "C", "C", "C", "C", "H", "H", "H", "H", "H", "H", "H", "H", "H", "H", "H", "H", "H", "H", "H", "H", "H", "H", "N", "O", "O", "O", "C", "F", "F", "F", "S", "O", "O", "O"],
  "coordinates": [[-16.69061, -1.85553, 20.29398], [-15.93275, -2.78461, 19.33872], [-14.62176, -2.18973, 18.78273], [-13.79702, -3.16178, 17.85643], [-13.44216, -4.40585, 18.71051], [-14.43995, -3.56692, 16.47110], [-13.26731, -3.82252, 15.51459], [-12.09331, -3.03204, 16.13811], [-12.54421, -2.35417, 17.44374], [-16.15928, -1.85227, 21.24571], [-17.70075, -2.18756, 20.53373], [-16.58889, -0.85357, 19.87706], [-16.53150, -3.16838, 18.51269], [-15.62663, -3.61175, 19.97920], [-13.87767, -1.86547, 19.51026], [-14.85314, -1.30560, 18.18871], [-12.86985, -4.02378, 19.55584], [-12.86861, -5.11082, 18.10871], [-14.43378, -4.77769, 18.96844], [-15.15912, -4.38343, 16.53616], [-14.81839, -2.58114, 16.20071], [-13.15617, -4.88234, 15.28546], [-13.57139, -3.25585, 14.63452], [-11.20913, -3.65902, 16.25313], [-11.74480, -2.25168, 15.46161], [-11.82397, -2.41514, 18.25961], [-12.80228, -1.34547, 17.12120], [-6.60394, 2.40171, 24.57682], [-7.83803, 1.67810, 24.15197], [-7.57589, 0.71456, 22.90027], [-8.72715, 0.20691, 22.07879], [-9.80020, -0.59482, 22.88050], [-8.06328, -0.60155, 20.90160], [-9.25090, -0.73380, 19.82434], [-10.02853, 0.55843, 20.02004], [-9.40166, 1.29725, 21.21402], [-5.74754, 1.74431, 24.72680], [-6.71309, 2.88689, 25.54677], [-6.33827, 3.15808, 23.83830], [-8.65041, 2.35750, 23.89403], [-8.28234, 1.16460, 25.00462], [-6.93031, -0.10952, 23.20396], [-7.06061, 1.36965, 22.19782], [-9.27998, -1.37110, 23.44163], [-10.63895, -0.90049, 22.25506], [-10.28899, 0.06401, 23.59822], [-7.88660, -1.58174, 21.34444], [-7.24230, -0.11893, 20.37135], [-9.77382, -1.68175, 19.95102], [-8.93064, -0.78558, 18.78374], [-11.07248, 0.30832, 20.20900], [-10.01884, 1.19765, 19.13720], [-10.19957, 1.68177, 21.84930], [-8.65324, 2.05397, 20.97876], [-7.85630, -4.66361, 14.43985], [-8.25000, -5.35381, 15.78557], [-8.39365, -6.88969, 15.59869], [-8.94736, -7.65520, 16.83184], [-7.90543, -7.45852, 17.95850], [-9.08416, -9.14666, 16.49132], [-10.18389, -9.66849, 17.51557], [-11.13287, -8.43876, 17.58986], [-10.38978, -7.22276, 17.10797], [-8.06428, -3.59370, 14.45135], [-8.36198, -5.03529, 13.54864], [-6.80054, -4.76152, 14.18705], [-9.22031, -5.01268, 16.14641], [-7.55332, -5.23680, 16.61568], [-7.44728, -7.42059, 15.49560], [-8.92037, -7.17049, 14.68665], [-6.93846, -7.84028, 17.63090], [-8.23106, -7.92810, 18.88670], [-7.81320, -6.42325, 18.28684], [-8.11958, -9.64605, 16.58251], [-9.47679, -9.39943, 15.50640], [-9.70580, -9.77254, 18.48958], [-10.68031, -10.58848, 17.20688], [-11.40836, -8.30400, 18.63582], [-12.08670, -8.60383, 17.08879], [-10.31638, -6.45790, 17.88107], [-10.69711, -6.76470, 16.16785], [-3.45045, -7.20226, 27.69275], [-4.04857, -7.02573, 26.31235], [-5.50956, -6.48231, 26.30149], [-6.04237, -6.15134, 24.82019], [-6.13987, -7.55935, 24.08039], [-7.40933, -5.50962, 24.75560], [-7.45890, -4.72081, 23.43107], [-5.94011, -4.37535, 23.12985], [-5.14290, -5.17996, 24.10158], [-3.98836, -7.93025, 28.30003], [-3.35179, -6.28916, 28.27980], [-2.45067, -7.58560, 27.48881], [-4.07930, -8.04003, 25.91443], [-3.37357, -6.46757, 25.66355], [-5.52472, -5.51804, 26.80948], [-6.27838, -7.14988, 26.69055], [-6.86301, -8.07311, 24.71381], [-5.16932, -8.04908, 24.15980], [-6.49036, -7.34919, 23.06989], [-8.12684, -6.30143, 24.97082], [-7.48490, -4.88544, 25.64600], [-7.83286, -5.34032, 22.61593], [-8.13208, -3.86433, 23.39402], [-5.79265, -4.76472, 22.12250], [-5.65140, -3.33370, 23.27025], [-4.40331, -5.78513, 23.57728], [-4.65812, -4.52954, 24.82961], [-11.19672, -3.55364, 25.27262], [-11.25445, -4.87318, 24.53741], [-12.63839, -5.31669, 24.15039], [-12.80338, -6.86469, 23.74835], [-11.93198, -7.12948, 22.48912], [-14.24909, -7.27212, 23.56046], [-14.30818, -8.74946, 24.03406], [-13.48555, -8.75471, 25.31422], [-12.35611, -7.76976, 24.90067], [-10.18890, -3.36686, 25.64344], [-11.88604, -3.67705, 26.10790], [-11.57701, -2.72071, 24.68127], [-10.69704, -5.60003, 25.12823], [-10.79541, -4.64788, 23.57479], [-13.16058, -4.64432, 23.46972], [-13.15762, -5.23342, 25.10515], [-12.06310, -6.37850, 21.71006], [-11.92770, -8.11930, 22.03270], [-10.92271, -6.85531, 22.79624], [-14.49271, -7.07338, 22.51679], [-14.88477, -6.61283, 24.15150], [-13.76126, -9.35154, 23.30846], [-15.28420, -9.18694, 24.24406], [-13.01598, -9.73008, 25.44184], [-13.92525, -8.51379, 26.28207], [-11.50095, -8.29338, 24.47333], [-12.04110, -7.22894, 25.79307], [-9.94637, -4.85778, 20.24246], [-9.56067, -5.99017, 20.47819], [-10.44479, -4.15141, 21.10839], [-9.95351, -4.41086, 19.11654], [-8.92065, -9.85156, 21.59575], [-7.65452, -9.59647, 21.59995], [-9.58267, -8.81530, 21.18608], [-9.17953, -10.91927, 20.90156], [-9.43434, -10.12371, 23.44834], [-10.88196, -10.44337, 23.27184], [-8.56764, -11.21790, 24.00836], [-9.23893, -8.81777, 24.08408]],
  "total_charge": 3,
  "lumo_ev": -6.0,
  "mol_weight_g_mol": 852.27,
  "spin_multiplicity": 1,
  "gap_ev": 7.8,
  "total_energy_ev": -84160.6218,
  "relative_energy_kcal_mol": 58.9,
  "homo_ev": -13.78
}


{
  "formula": "CH3BrP2",
  "method": "wB97M-V/def2-TZVPD",
  "elements": ["C", "P", "P", "Br", "H", "H", "H"],
  "coordinates": [[-0.14425, 0.74624, 0.66817], [0.44979, -1.68798, -0.76823], [-0.74807, -0.03253, -0.88563], [0.95960, 0.00645, 1.92756], [0.78297, 2.27559, -0.29856], [-1.10979, 1.12291, 1.14377], [-0.19024, -2.43068, -1.78708]],
  "lumo_ev": [-1.5, -1.0],
  "mol_weight_g_mol": 156.89,
  "spin_multiplicity": 1,
  "gap_ev": [7.7, 7.8],
  "total_energy_ev": -89700.7334,
  "relative_energy_kcal_mol": 82.6,
  "homo_ev": [-9.15, -8.82]
}


{
  "formula": "C21H28Cl3CoO4",
  "method": "wB97M-V/def2-TZVPD",
  "elements": ["O", "C", "C", "H", "H", "C", "H", "H", "C", "H", "H", "H", "C", "H", "H", "H", "Co", "C", "C", "C", "H", "C", "C", "H", "H", "H", "H", "C", "C", "C", "H", "C", "C", "H", "H", "H", "H", "O", "C", "C", "H", "H", "C", "H", "H", "C", "H", "H", "H", "H", "Cl", "C", "Cl", "Cl", "C", "O", "O"],
  "coordinates": [[-0.00160, -2.92193, 0.53078], [-0.59286, -2.33901, 1.72413], [-0.76971, -3.69276, 2.42197], [-1.52157, -1.77864, 1.56316], [0.12423, -1.71074, 2.26203], [-0.11989, -4.26794, 1.07777], [-1.77915, -4.01462, 2.59748], [-0.15824, -3.77577, 3.33645], [-1.06735, -5.08714, 0.19359], [-2.08224, -4.67248, 0.24029], [-1.11878, -6.14498, 0.49430], [-0.76299, -5.01931, -0.85978], [1.28243, -4.82473, 1.18617], [1.76862, -4.50696, 2.11376], [1.91197, -4.43289, 0.37146], [1.31172, -5.91708, 1.12183], [0.63781, 1.69489, -1.31474], [3.09595, 2.04767, 1.54005], [2.15767, 2.70810, 2.40396], [1.46410, 1.69546, 3.13713], [2.01007, 3.76517, 2.48109], [1.95906, 0.42554, 2.72834], [2.95271, 0.65108, 1.72305], [3.48707, -0.13109, 1.19185], [3.78779, 2.55094, 0.85842], [0.67270, 1.87876, 3.87739], [1.64903, -0.55723, 3.10624], [2.47987, 2.11614, -2.16252], [2.58609, 0.89616, -1.46596], [1.62609, -0.02917, -1.97917], [3.34933, 0.67815, -0.71203], [0.93154, 0.63696, -3.04893], [1.47574, 1.96151, -3.17121], [1.20421, 2.70869, -3.91940], [3.11956, 2.99729, -2.00178], [1.50532, -1.06659, -1.68322], [0.16204, 0.19184, -3.69162], [-1.29931, 0.39546, -1.19789], [-2.18030, -0.74562, -1.60832], [-3.64648, -0.35214, -1.38182], [-1.88132, -1.60371, -0.99597], [-2.01735, -1.02465, -2.67623], [-3.63214, 1.16123, -1.22172], [-3.95529, -0.79840, -0.43629], [-4.34203, -0.71991, -2.13293], [-2.17123, 1.54031, -1.05698], [-4.21870, 1.45476, -0.35042], [-4.02674, 1.75217, -2.06933], [-1.95946, 1.96140, -0.08742], [-1.89929, 2.27431, -1.81126], [-0.39428, 4.88114, -2.15830], [0.05638, 5.04823, -0.42566], [1.83890, 4.93216, -0.23868], [-0.50244, 6.58770, 0.25825], [-0.67144, 3.81795, 0.29660], [-1.82971, 4.02491, 0.68330], [-0.00610, 2.69940, 0.33874]],
  "total_charge": -1,
  "lumo_ev": [2.4, 2.4],
  "mol_weight_g_mol": 509.74,
  "spin_multiplicity": 4,
  "gap_ev": [4.9, 4.9],
  "total_energy_ev": -105612.5904,
  "homo_ev": [-2.52, -2.52]
}